Record 1
Density functional theory data (ωB97M-V/def2-TZVPD) for a structure of composition C30H39MnN3P2S5.

Summary:
spin multiplicity: 4
HOMO energy (alpha / beta): -12.76 / -12.98 eV
net charge: +2
energy above the lowest of the compared OMol25 structures with the same formula, charge and spin: 0.00 kcal/mol
LUMO energy (alpha / beta): -5.596 / -8.046 eV
Kohn-Sham gap (alpha / beta): 7.2 / 4.9 eV

Atoms and positions in Å:
Mn 0.311 -0.041 0.525
S 0.205 -6.193 -1.103
S 2.286 -4.633 0.172
S 2.970 -7.226 -1.084
S 0.523 -2.501 1.116
S -1.933 -4.285 -0.251
P -2.080 0.407 0.194
P 0.141 -0.268 -1.940
N 2.564 0.027 0.236
N 0.604 1.775 0.596
N 0.008 0.176 2.690
C 1.904 -6.078 -0.713
C 0.111 3.822 1.927
C -3.311 -0.904 0.491
C -0.643 2.176 4.028
C 3.889 2.948 -1.740
C 0.174 -1.955 -2.634
C -1.193 -0.552 3.185
C -3.626 1.287 -1.970
C 3.096 -1.068 -0.599
C 3.403 0.052 1.460
C 2.827 3.830 -1.598
C -3.900 1.444 -3.316
C 3.828 1.694 -1.146
C -1.464 0.369 -2.507
C 1.263 0.635 -3.062
C -2.821 -5.823 -0.576
C 1.718 3.477 -0.841
C -2.798 1.858 1.026
C -2.407 0.747 -1.559
C -0.173 1.629 2.845
C 0.196 2.438 1.773
C -1.755 0.513 -3.865
C -2.965 1.048 -4.266
C 1.119 -0.234 3.593
C -0.356 4.368 3.112
C 2.712 1.338 -0.408
C 1.672 2.239 -0.208
C 0.707 -3.948 0.237
C -0.747 3.551 4.164
C -0.298 -4.744 -0.344
H 2.310 0.405 -2.887
H 1.019 0.364 -4.088
H 0.796 -0.133 4.630
H -1.250 -0.493 4.272
H 1.385 -1.273 3.409
H 4.457 0.092 1.178
H 2.654 -1.062 -1.589
H -0.054 -1.909 -3.699
H -4.273 -0.577 0.096
H 1.154 -2.414 -2.498
H -2.698 -6.167 -1.601
H -3.005 -1.808 -0.030
H -3.423 -1.137 1.548
H 0.399 4.481 1.125
H 3.177 0.945 2.035
H 4.757 3.226 -2.321
H 4.180 -0.993 -0.703
H -2.646 1.833 2.102
H -2.093 -0.110 2.781
H -0.420 5.443 3.210
H 2.857 4.796 -2.083
H -3.181 1.162 -5.320
H -1.040 0.215 -4.620
H -3.868 -5.573 -0.415
H -2.505 -6.577 0.142
H -4.373 1.585 -1.246
H 1.971 0.411 3.446
H -1.134 -1.600 2.902
H -3.869 1.892 0.830
H 0.875 4.149 -0.777
H -4.844 1.870 -3.628
H 1.120 1.707 -2.930
H -2.330 2.760 0.636
H 3.226 -0.847 2.047
H -0.921 1.540 4.859
H -1.115 3.977 5.086
H 2.870 -2.009 -0.110
H -0.580 -2.575 -2.149
H 4.652 1.006 -1.278

Record 2
Density functional theory data (ωB97M-V/def2-TZVPD) for a cluster of 9 separate species, C26H53F9NO12S9 in total in a non-equilibrium geometry.

Summary:
HOMO energy: -9.77 eV
net charge: +1
LUMO energy: -5.252 eV
Kohn-Sham gap: 4.5 eV

Atoms and positions in Å:
S 8.879 4.339 2.942
S -4.906 -7.741 8.869
S -1.527 0.562 -8.236
S -0.130 -2.224 1.718
S -2.399 -5.315 5.375
S 3.650 0.559 -0.191
S -1.839 7.934 0.038
S -5.512 -4.641 -4.805
S -0.913 -1.948 -2.689
F 3.915 3.477 3.022
F 1.482 2.478 1.551
F 3.223 3.513 -0.423
F 5.102 4.218 0.406
F 1.396 3.854 3.218
F 1.175 4.591 1.202
F 5.785 1.975 -0.113
F 4.944 1.463 1.816
F 3.494 5.275 1.886
O -1.081 -3.303 1.328
O -4.496 -4.404 -3.743
O -1.596 9.097 -0.849
O 4.611 -0.457 -0.442
O -2.214 -0.496 -7.444
O 2.486 0.280 0.563
O 2.964 3.040 -6.323
O 0.814 2.479 -5.929
O 10.000 4.688 3.844
O -0.314 -0.866 -1.828
O -1.798 -4.194 6.157
O -5.494 -6.387 8.685
N 3.189 1.126 -1.788
C -2.674 -4.668 3.731
C 1.508 1.351 -3.436
C 1.915 0.929 -2.182
C -1.147 -1.244 -4.317
C -6.927 -3.611 -4.406
C 3.753 2.156 -3.831
C 4.665 1.943 0.621
C 3.337 3.938 1.914
C 4.068 3.401 0.632
C -4.985 -3.701 -6.242
C 1.964 2.515 -5.598
C 8.974 5.452 1.532
C -0.229 7.400 0.637
C -5.728 -8.478 10.284
C -2.018 0.333 -9.946
C 1.423 -3.022 2.143
C 1.795 3.698 1.965
C 4.112 1.714 -2.591
C -3.313 -7.514 9.667
C -4.117 -5.443 5.862
C 7.392 5.063 3.647
C 0.171 0.018 -8.455
C 2.429 1.989 -4.260
C -2.421 8.578 1.610
C -2.633 -2.057 -2.255
C -0.543 -1.718 3.395
H 0.211 -1.013 3.747
H 8.096 5.316 0.901
H 1.241 -3.809 2.874
H 0.306 8.253 1.055
H -3.126 -2.744 -2.945
H -3.217 -5.394 3.127
H -1.690 -1.946 -4.945
H -4.619 -6.166 5.220
H -2.700 -2.445 -1.240
H 0.482 1.180 -3.724
H -2.903 -8.488 9.935
H -0.589 -2.582 4.058
H 7.174 4.541 4.575
H -0.361 6.623 1.389
H 5.121 1.808 -2.223
H -3.075 0.577 -10.020
H -4.158 -5.783 6.894
H -6.595 -2.587 -4.241
H 7.557 6.121 3.848
H -1.515 -1.230 3.362
H -3.234 -3.734 3.796
H -1.441 1.006 -10.580
H -3.438 -6.891 10.552
H -2.492 7.764 2.332
H 2.613 3.785 -6.833
H -7.648 -3.656 -5.222
H -5.242 -9.421 10.532
H -2.652 -7.021 8.957
H 0.684 0.698 -9.135
H -1.701 -0.308 -4.242
H 9.872 5.198 0.973
H -5.685 -7.788 11.126
H -1.854 -0.705 -10.235
H 1.835 -3.450 1.231
H -5.762 -3.742 -7.005
H 0.322 7.001 -0.212
H 6.564 4.932 2.948
H -1.705 -4.481 3.281
H 0.180 -0.998 -8.850
H -0.165 -1.064 -4.755
H -1.736 9.349 1.961
H 9.038 6.481 1.886
H -4.595 -4.467 5.784
H -3.085 -1.066 -2.307
H -4.785 -2.669 -5.952
H 4.476 2.635 -4.474
H -6.764 -8.660 10.006
H 2.110 -2.277 2.545
H -4.075 -4.161 -6.621
H 1.197 0.449 -1.529
H 0.653 0.042 -7.480
H -3.406 9.006 1.443
H -7.376 -4.007 -3.498

Record 3
Density functional theory data (ωB97M-V/def2-TZVPD) for the ion C6H12N with charge +1 in a non-equilibrium geometry.

Summary:
HOMO energy: -13.43 eV
net charge: +1
energy above the lowest of the compared OMol25 structures with the same formula, charge and spin: 62.14 kcal/mol
SMILES string: C=C(C)C[C@@H]1C[NH2+]1
LUMO energy: -3.274 eV
Kohn-Sham gap: 10.2 eV

Atoms and positions in Å:
N 1.569 0.890 -0.478
C -1.147 -0.083 0.296
C -1.214 1.186 0.757
C 2.561 -0.031 0.083
C -2.333 -0.578 -0.395
C 0.051 -0.967 0.459
C 1.215 -0.482 -0.442
H 0.941 1.435 0.232
H 1.465 -1.092 -1.283
H 3.408 -0.126 -0.547
H -2.532 0.211 -1.169
H 1.788 1.386 -1.367
H 2.903 0.176 1.055
H -2.186 1.658 0.504
H -0.044 -1.906 0.037
H -0.464 1.692 1.352
H 0.319 -1.141 1.488
H -3.210 -0.680 0.260
H -2.008 -1.644 -0.768

Record 4
Density functional theory data (ωB97M-V/def2-TZVPD) for a cluster of 4 separate species, CH10NO4 in total in a non-equilibrium geometry.

Summary:
HOMO energy: -4.14 eV
net charge: -1
energy above the lowest of the compared OMol25 structures with the same formula, charge and spin: 17.94 kcal/mol
LUMO energy: 3.950 eV
Kohn-Sham gap: 8.1 eV

Atoms and positions in Å:
O 0.152 -0.755 0.163
O 2.811 -1.053 -0.566
O -0.520 2.110 -2.558
O 0.462 1.701 -0.184
N -1.808 -0.887 1.526
C -0.783 -1.605 0.688
H -0.613 3.029 -2.832
H -1.616 0.116 1.371
H 0.255 0.711 0.090
H -0.285 -2.346 1.357
H 0.381 2.140 0.672
H -1.406 -2.153 -0.028
H -1.399 -0.888 2.464
H 1.924 -0.632 -0.587
H -0.122 2.242 -1.649
H 2.567 -1.730 0.073

Record 5
Density functional theory data (ωB97M-V/def2-TZVPD) for a cluster of 2 separate species, C9H14 in total in a non-equilibrium geometry.

Summary:
HOMO energy: -9.06 eV
net charge: 0
energy above the lowest of the compared OMol25 structures with the same formula, charge and spin: 6.81 kcal/mol
SMILES string: Cc1ccccc1.CC
LUMO energy: 1.022 eV
Kohn-Sham gap: 10.1 eV

Atoms and positions in Å:
C -1.945 -0.911 1.543
C 3.057 -0.240 -1.806
C -1.862 0.116 2.469
C -1.059 1.596 0.756
C 2.711 0.867 -0.821
C -1.327 1.345 2.093
C -1.691 -1.811 -0.800
C -1.053 0.535 -0.143
C -1.590 -0.696 0.217
H -2.308 -1.883 1.843
H -1.826 -1.379 -1.789
H 2.480 -0.169 -2.727
H -2.558 -2.431 -0.593
H -0.745 2.599 0.507
H 3.517 0.954 -0.095
H -0.895 0.783 -1.186
H 1.783 0.673 -0.277
H -0.794 -2.426 -0.769
H -1.279 2.145 2.816
H 2.878 -1.240 -1.398
H 2.493 1.828 -1.289
H 4.120 -0.247 -2.065
H -2.107 -0.008 3.516

Record 6
Density functional theory data (ωB97M-V/def2-TZVPD) for a structure of composition C4H6N2O in a non-equilibrium geometry.

Summary:
HOMO energy: -7.16 eV
net charge: 0
energy above the lowest of the compared OMol25 structures with the same formula, charge and spin: 114.86 kcal/mol
LUMO energy: 0.649 eV
Kohn-Sham gap: 7.8 eV

Atoms and positions in Å:
O -0.612 -0.779 1.814
N -1.151 -0.500 -0.655
N 1.101 -0.704 -1.205
C 0.038 0.158 -0.777
C 0.274 1.601 -0.512
C 1.015 -1.334 -0.043
C -0.275 -1.117 0.535
H -1.328 -1.356 2.111
H -1.862 0.097 -0.234
H 1.792 -1.961 0.386
H 0.088 2.151 -1.440
H 1.316 1.760 -0.239
H -0.397 1.984 0.259

Record 7
Density functional theory data (ωB97M-V/def2-TZVPD) for a structure of composition CH2O3Sm in a non-equilibrium geometry.

Summary:
spin multiplicity: 7
HOMO energy (alpha / beta): -19.43 / -19.85 eV
net charge: +2
LUMO energy (alpha / beta): -10.231 / -10.044 eV
Kohn-Sham gap (alpha / beta): 9.2 / 9.8 eV

Atoms and positions in Å:
Sm 2.228 0.012 -0.032
O -0.205 0.812 0.119
O -0.829 -1.172 -0.390
O -2.208 0.579 -0.088
C -1.156 -0.056 0.230
H -0.782 -1.927 0.216
H -1.418 1.589 -0.229

Record 8
Density functional theory data (ωB97M-V/def2-TZVPD) for a cluster of 2 separate species, C2H2ClNO in total in a non-equilibrium geometry.

Summary:
spin multiplicity: 3
HOMO energy (alpha / beta): -6.84 / -11.22 eV
net charge: 0
energy above the lowest of the compared OMol25 structures with the same formula, charge and spin: 21.62 kcal/mol
LUMO energy (alpha / beta): 0.771 / -1.567 eV
Kohn-Sham gap (alpha / beta): 7.6 / 9.7 eV

Atoms and positions in Å:
Cl -3.299 -0.689 -0.132
O -1.327 0.632 -0.400
N 1.556 0.493 -0.345
C 2.353 -0.282 -0.034
C -1.908 -0.014 0.563
H -0.515 0.870 0.145
H 3.140 -1.010 0.203

Record 9
Density functional theory data (ωB97M-V/def2-TZVPD) for a structure of composition C8H12F5FeN9O2 in a non-equilibrium geometry.

Summary:
spin multiplicity: 6
HOMO energy (alpha / beta): -4.86 / -4.84 eV
net charge: -1
energy above the lowest of the compared OMol25 structures with the same formula, charge and spin: 24.87 kcal/mol
LUMO energy (alpha / beta): 2.749 / 0.502 eV
Kohn-Sham gap (alpha / beta): 7.6 / 5.3 eV

Atoms and positions in Å:
Fe 0.058 0.861 0.433
F 1.830 1.381 -4.158
F -0.105 0.643 -4.988
F 0.866 -0.391 -3.283
F -1.440 1.399 -2.922
F 0.459 1.724 -1.744
O -0.785 -0.471 -0.343
O -1.732 2.091 0.546
N 3.031 0.410 -0.191
N 0.112 1.718 2.285
N 4.216 0.811 1.665
N 2.414 1.405 3.087
N 0.575 2.206 4.414
N 4.257 0.457 0.358
N -0.693 2.580 4.146
N -1.023 2.250 2.888
N 2.146 0.824 0.804
C -0.465 -2.692 0.624
C 1.059 1.749 3.259
C 2.910 0.991 1.881
C -1.188 -1.899 -0.461
C -0.709 -2.493 -1.785
C -0.134 1.777 -2.965
C -2.737 -1.685 -0.312
C 0.594 0.824 -3.901
H -0.800 -2.363 1.603
H -0.968 -3.546 -1.850
H -2.032 2.045 1.530
H -3.095 -1.143 -1.220
H -1.222 -1.943 -2.589
H 0.334 -2.290 -1.931
H -2.956 -1.135 0.592
H 0.579 -2.549 0.477
H 2.965 1.339 3.964
H -0.664 -3.694 0.341
H -3.307 -2.639 -0.339
H -2.354 1.449 0.083

Record 10
Density functional theory data (ωB97M-V/def2-TZVPD) for the ion C5H12IO2S with charge +1 in a non-equilibrium geometry.

Summary:
HOMO energy: -12.55 eV
net charge: +1
LUMO energy: -4.025 eV
Kohn-Sham gap: 8.5 eV

Atoms and positions in Å:
I 4.036 1.862 -0.238
S -0.475 -0.873 -0.173
O -1.085 -1.740 2.327
O -0.959 -0.914 -1.753
C 0.925 0.286 0.019
C -1.911 -0.130 0.736
C -2.309 -1.201 1.814
C 2.635 1.003 -1.684
C 1.173 1.229 -1.214
H 1.819 -0.329 0.199
H 1.098 2.274 -0.881
H -2.857 -0.733 2.639
H -2.764 0.051 0.070
H 2.869 1.464 -2.645
H 2.854 -0.073 -1.670
H -0.675 -1.066 2.868
H -2.861 -2.027 1.354
H 0.435 1.088 -2.014
H 0.748 0.903 0.912
H -1.170 -1.844 -1.900
H -1.525 0.768 1.232

Record 11
Density functional theory data (ωB97M-V/def2-TZVPD) for a structure of composition C7H10 in a non-equilibrium geometry.

Summary:
HOMO energy: -9.12 eV
net charge: 0
energy above the lowest of the compared OMol25 structures with the same formula, charge and spin: 85.18 kcal/mol
LUMO energy: 1.277 eV
Kohn-Sham gap: 10.4 eV

Atoms and positions in Å:
C 0.137 0.497 -0.331
C -1.238 -1.276 -0.048
C 0.192 -0.742 0.364
C 1.560 0.754 0.086
C 1.660 -0.873 -0.126
C -1.229 1.126 0.091
C -2.037 -0.170 0.014
H 2.259 1.355 -0.550
H 1.581 1.279 1.070
H -1.564 -2.306 0.087
H 0.235 -0.537 1.396
H -3.024 -0.414 -0.480
H -1.748 1.886 -0.616
H 0.206 0.277 -1.462
H 2.336 -1.426 0.576
H 1.875 -1.111 -1.151
H -1.200 1.682 1.079

Record 12
Density functional theory data (ωB97M-V/def2-TZVPD) for an isolated molecule of C6H10N2O in a non-equilibrium geometry.

Summary:
HOMO energy: -8.26 eV
net charge: 0
energy above the lowest of the compared OMol25 structures with the same formula, charge and spin: 57.01 kcal/mol
SMILES string: NC1=C[C@H](O)[C@@H]2C[C@H]1N2
LUMO energy: 0.824 eV
Kohn-Sham gap: 9.1 eV

Atoms and positions in Å:
O -1.933 1.584 0.860
N 1.939 0.422 -1.730
N -0.495 -1.662 -0.161
C 0.400 -0.601 1.437
C -0.301 0.955 -0.842
C 0.867 -0.954 -0.004
C -1.466 0.526 0.105
C -1.040 -0.740 0.845
C 0.839 0.274 -0.841
H -0.490 1.805 -1.495
H 1.944 1.416 -2.037
H -1.117 1.770 1.481
H -0.984 -1.500 -1.102
H 2.749 0.216 -1.163
H 1.721 -1.734 -0.128
H 0.695 0.401 1.826
H 0.749 -1.451 2.003
H -1.839 -1.059 1.581
H -2.240 0.331 -0.637